# 1
Formula: C5H29NO8
Source: the OMol25 dataset
Level of theory: wB97M-V/def2-TZVPD

Last columns: bonded neighbours and bond lengths (Å).
Positions of all 43 atoms, in Å:
1 O -2.27278 1.93519 0.26693  H22 0.962, H25 0.971
2 O -1.57531 -3.08561 0.54038  H31 0.979, H39 0.973
3 O -3.65105 0.31301 1.69050  H18 0.966, H27 0.972
4 O 0.45999 2.35448 0.60671  H20 0.976, H21 0.978
5 O 0.10609 -2.69776 -1.45553  H23 0.965, H37 0.969
6 O -0.61349 -1.42947 2.35227  H16 0.984, H30 0.957
7 O -0.18021 1.15552 2.90654  H35 0.988, H42 0.961
8 O -3.36873 -1.13851 0.00640  H29 0.963, H43 0.987
9 N 1.66032 0.86682 -1.29341  C11 1.447, C13 1.515, H28 1.003
10 C -0.19353 1.25766 -2.80493  C11 1.496, H24 1.093, H34 1.128, H40 1.124
11 C 0.41313 0.33369 -1.79722  N9 1.447, C10 1.496, H15 1.080, H33 1.122
12 C 3.14202 1.14275 0.58906  C13 1.520, H17 1.088, H26 1.074, H36 1.098
13 C 2.27759 0.11930 -0.12925  N9 1.515, C12 1.520, C14 1.542, H32 1.099
14 C 3.00151 -1.16310 -0.58537  C13 1.542, H19 1.095, H38 1.100, H41 1.066
15 H -0.29496 0.09119 -1.01802  C11 1.080
16 H -0.55933 -0.45182 2.25107  O6 0.984
17 H 3.78429 0.71152 1.35470  C12 1.088
18 H -3.59278 -0.59600 2.01156  O3 0.966
19 H 2.78164 -1.97711 0.11360  C14 1.095
20 H -0.46887 2.48146 0.33405  O4 0.976
21 H 1.20763 2.15762 0.00724  O4 0.978
22 H -3.10616 2.38497 0.09739  O1 0.962
23 H -0.03406 -3.02652 -2.35218  O5 0.965
24 H 0.54463 1.82473 -3.37763  C10 1.093
25 H -2.33455 1.68866 1.20445  O1 0.971
26 H 2.58442 1.79963 1.23104  C12 1.074
27 H -3.83925 0.15055 0.75041  O3 0.972
28 H 2.37560 1.07143 -1.96605  N9 1.003
29 H -3.21080 -0.94974 -0.92457  O8 0.963
30 H -0.21565 -1.73436 3.16758  O6 0.957
31 H -1.12060 -2.52925 -0.12444  O2 0.979
32 H 1.50223 -0.17846 0.58987  C13 1.099
33 H 0.47030 -0.66999 -2.29613  C11 1.122
34 H -1.02812 0.78632 -3.39882  C10 1.128
35 H 0.04639 1.37171 1.96986  O7 0.988
36 H 3.73972 1.88709 0.04730  C12 1.098
37 H 0.32010 -3.51519 -0.98172  O5 0.969
38 H 2.38294 -1.44466 -1.45004  C14 1.100
39 H -1.49286 -2.54987 1.34878  O2 0.973
40 H -0.87020 2.05531 -2.39305  C10 1.124
41 H 4.04562 -0.97027 -0.68187  C14 1.066
42 H -0.14305 1.98455 3.39206  O7 0.961
43 H -2.67982 -1.81748 0.20046  O8 0.987

Computed properties:
gap between HOMO and LUMO: 9.1437 eV
LUMO: 0.29 eV
E_tot: -23524.4849 eV
SMILES: CCNC(C)C.O.O.O.O.O.O.O.O
relative energy (zero: lowest compared OMol25 entry of this formula, charge and spin): 3.3697 eV
max |F|: 3.139 eV/Å
highest occupied orbital energy: -8.859 eV

Atom charges from the Löwdin analysis, given in e for atoms 1 to 4:
1 O -0.067
2 O -0.086
3 O -0.117
4 O -0.100

# 2
Formula: C5H2BrN
Source: the OMol25 dataset
Level of theory: wB97M-V/def2-TZVPD

Last columns: bonded neighbours and bond lengths (Å).
Positions of all 9 atoms, in Å:
1 Br -0.76694 3.24056 -0.39326  C4 1.904
2 N 0.68227 0.90650 -0.15537  C4 1.331, C5 1.328
3 C -1.18776 -0.83146 0.29971  C6 1.384, C7 1.275
4 C -0.56892 1.35971 -0.17344  Br1 1.904, N2 1.331, C7 1.357
5 C 0.96119 -0.39016 -0.08792  N2 1.328, C6 1.423, H9 1.149
6 C 0.05331 -1.44052 0.22575  C3 1.384, C5 1.423, H8 1.138
7 C -1.48075 0.39349 0.10307  C3 1.275, C4 1.357
8 H 0.24023 -2.55350 0.37219  C6 1.138
9 H 2.06737 -0.68461 -0.19072  C5 1.149

Computed properties:
gap between HOMO and LUMO: 9.1682 eV
LUMO: -0.73 eV
E_tot: -76745.8329 eV
SMILES: BrC1=C=C=CC=N1
relative energy (zero: lowest compared OMol25 entry of this formula, charge and spin): 0.0000 eV
max |F|: 2.700 eV/Å
highest occupied orbital energy: -9.899 eV

Atom charges from the Löwdin analysis, given in e for atoms 1 to 4:
1 Br 0.715
2 N 0.022
3 C 0.022
4 C -0.793